(1)
The following is a quantum chemistry calculation of a structure of composition C11H14BN7OW, from the Open Molecules 2025 dataset.

Energy = -977.4347 a.u.
Kohn-Sham gap (alpha / beta) = 6.87 / 8.45 eV
2S+1 = 3
Energy relative to the best compared isomer or geometry (same formula, charge and spin) = 10.2 kJ/mol
Total charge = +2

Atoms and positions in Å:
W  1.12  0.39  0.86
O  -0.95  -0.70  4.50
N  0.10  0.29  2.59
N  -0.63  1.80  0.54
N  -1.48  1.36  -0.50
N  1.50  0.88  -0.97
N  -0.85  -1.02  -0.89
N  0.50  0.73  -1.96
N  -0.04  -1.14  0.24
C  2.60  -0.82  1.56
C  -0.20  -2.41  0.74
C  2.73  0.77  -1.61
C  -0.42  -0.20  3.56
C  -2.74  1.43  -0.05
C  -1.47  2.20  1.61
C  -2.77  1.96  1.24
C  -1.47  -2.18  -1.09
C  2.49  0.55  -2.96
C  -1.09  -3.09  -0.10
C  1.11  0.54  -3.14
B  -0.96  0.37  -1.60
H  2.40  -1.82  1.94
H  -3.65  2.13  1.84
H  -3.57  1.15  -0.68
H  -2.10  -2.30  -1.96
H  -1.05  2.49  2.56
H  3.23  0.38  -3.73
H  2.85  -0.13  2.39
H  -1.67  0.30  -2.57
H  -0.07  2.56  0.17
H  3.46  -0.79  0.87
H  3.64  0.78  -1.03
H  0.35  -2.72  1.61
H  -1.42  -4.10  0.03
H  0.51  0.39  -4.03

(2)
The following is a quantum chemistry calculation of the molecule C2H4N2S2, from the Open Molecules 2025 dataset.

Energy = -984.4152 a.u.
Kohn-Sham gap = 9.38 eV
2S+1 = 1
Energy relative to the best compared isomer or geometry (same formula, charge and spin) = 261.6 kJ/mol
Total charge = 0

Atoms and positions in Å:
S  -0.24  -0.34  0.62
S  2.94  -0.73  0.01
N  -1.75  0.25  -0.04
N  2.12  0.77  -0.10
C  0.90  0.90  0.22
C  -2.65  -0.63  -0.23
H  4.16  -0.21  0.02
H  0.55  1.95  0.24
H  -2.41  -1.72  -0.16
H  -3.62  -0.24  -0.58